Record 1
{"formula": "C9H12O3", "method": "ωB97M-V/def2-TZVPD", "lumo_ev": -0.1, "multiplicity": 1, "homo_ev": -7.659, "homo_lumo_gap_ev": 7.57, "species": ["O", "O", "O", "C", "C", "C", "C", "C", "C", "C", "C", "C", "H", "H", "H", "H", "H", "H", "H", "H", "H", "H", "H", "H"], "xyz": [[2.992, -0.965, -0.242], [-2.273, 0.499, -0.783], [-2.594, -1.847, 0.869], [-1.910, -2.090, -0.514], [1.284, 1.007, 0.273], [-0.598, -1.248, -0.399], [3.947, 0.049, -0.001], [-0.048, 1.177, -0.172], [0.744, -1.414, -0.085], [-2.674, 1.841, 0.060], [-1.067, 0.184, -0.368], [1.718, -0.466, -0.003], [5.093, -0.303, 0.281], [-2.431, 1.557, 1.493], [1.105, -2.319, -0.012], [-2.650, -0.840, 1.189], [4.441, 0.600, -0.881], [-1.809, -3.307, -0.266], [3.716, 0.930, 0.839], [-3.684, 1.753, -0.143], [-2.295, 3.313, -0.076], [-2.576, -2.079, -1.322], [-0.420, 2.286, -0.286], [1.989, 1.680, 0.549]]}

Record 2
{"formula": "C9H13BN2O3S2", "method": "ωB97M-V/def2-TZVPD", "lumo_ev": 0.1, "smiles": "CCCS(=O)(=O)N1N=Cc2sc(C)cc2B1O", "multiplicity": 1, "homo_ev": -8.917, "homo_lumo_gap_ev": 9.01, "species": ["S", "S", "O", "O", "O", "N", "N", "C", "C", "C", "C", "C", "C", "C", "C", "C", "B", "H", "H", "H", "H", "H", "H", "H", "H", "H", "H", "H", "H", "H"], "xyz": [[-3.084, -0.490, -1.545], [2.041, 1.992, 0.503], [3.112, 0.927, 0.625], [1.898, -0.851, -1.064], [2.352, 3.370, 0.004], [0.731, 1.276, -0.298], [-0.323, 1.997, -0.084], [-2.927, -3.017, -2.981], [-1.630, 0.298, -1.127], [-0.587, -0.514, -1.465], [1.464, 0.922, 3.077], [-0.972, -1.692, -2.155], [-1.479, 1.546, -0.468], [0.892, -0.367, 2.420], [-2.304, -1.853, -2.289], [1.312, 2.115, 2.173], [0.759, -0.003, -0.951], [0.933, 1.091, 4.021], [1.822, 2.970, 2.598], [-0.212, -2.359, -2.542], [-0.184, -0.265, 2.277], [1.091, -1.253, 3.007], [-2.199, -3.841, -2.963], [2.803, -0.596, -0.769], [-2.338, 2.147, -0.324], [1.302, -0.540, 1.428], [0.258, 2.362, 2.042], [-3.207, -2.791, -4.006], [2.520, 0.807, 3.350], [-3.844, -3.389, -2.493]]}

Record 3
{"formula": "C9H13BrN2O", "method": "ωB97M-V/def2-TZVPD", "lumo_ev": [0.0, -0.1], "multiplicity": 1, "homo_ev": [-6.899, -7.361], "homo_lumo_gap_ev": [6.91, 7.27], "species": ["Br", "O", "N", "N", "C", "C", "C", "C", "C", "C", "C", "C", "C", "H", "H", "H", "H", "H", "H", "H", "H", "H", "H", "H", "H", "H"], "xyz": [[3.732, 0.390, 0.244], [-1.029, 2.343, -0.040], [1.346, -0.345, 1.524], [-0.518, -0.418, 2.813], [2.628, -0.767, 1.247], [0.497, 0.868, 1.171], [-1.637, 0.683, -2.241], [-0.711, 0.180, -1.131], [0.675, -0.125, -1.717], [-0.548, 1.260, -0.081], [0.610, -1.019, 2.443], [-1.300, -1.096, -0.516], [-0.602, 0.708, 2.177], [-1.211, 1.556, -2.730], [-2.609, 0.954, -1.838], [0.560, -0.704, -2.631], [-1.448, 1.358, 2.262], [-2.338, -0.944, -0.230], [1.212, 0.789, -1.959], [-1.773, -0.099, -2.983], [0.958, -1.932, 2.886], [1.127, 1.752, 1.259], [-0.748, -1.423, 0.359], [3.114, -1.361, 1.995], [-1.258, -1.899, -1.253], [1.275, -0.711, -1.028]]}

Record 4
{"formula": "C9H13N2", "method": "ωB97M-V/def2-TZVPD", "total_charge": 1, "lumo_ev": -3.2, "smiles": "Cc1cc2c([nH]1)C=C[N+]2(C)C", "multiplicity": 1, "homo_ev": -11.964, "homo_lumo_gap_ev": 8.75, "species": ["N", "N", "C", "C", "C", "C", "C", "C", "C", "C", "C", "H", "H", "H", "H", "H", "H", "H", "H", "H", "H", "H", "H", "H"], "xyz": [[1.460, 0.243, 1.483], [-0.651, -0.748, -1.250], [-0.049, 1.565, 0.448], [0.250, -1.920, -1.063], [1.044, -0.391, 0.417], [-1.936, -1.079, -0.664], [-0.685, -0.404, -2.675], [0.868, 1.517, 1.503], [1.090, 2.343, 2.689], [0.038, 0.280, -0.202], [1.056, -1.762, -0.022], [-2.313, -1.905, -1.232], [-1.421, 0.444, -2.857], [0.329, 2.078, 3.440], [2.175, -0.085, 1.993], [0.319, -0.184, -2.946], [1.893, -2.366, 0.222], [-2.790, -0.264, -0.794], [-0.168, -2.699, -1.567], [-0.807, 2.379, 0.314], [1.082, 3.423, 2.619], [2.112, 1.997, 2.898], [-1.056, -1.273, -3.215], [-1.841, -1.188, 0.461]]}

Record 5
{"formula": "C9H13N2", "method": "ωB97M-V/def2-TZVPD", "total_charge": 1, "lumo_ev": -3.9, "multiplicity": 1, "homo_ev": -13.156, "homo_lumo_gap_ev": 9.27, "species": ["N", "N", "C", "C", "C", "C", "C", "C", "C", "C", "C", "H", "H", "H", "H", "H", "H", "H", "H", "H", "H", "H", "H", "H"], "xyz": [[-0.228, -1.389, 1.595], [-0.415, 1.277, -0.908], [-1.886, -0.425, 0.165], [0.970, 0.401, -1.214], [0.597, 1.650, -1.923], [0.212, 0.941, 0.919], [-1.222, 0.026, -1.131], [2.603, 0.481, 0.822], [0.011, -0.805, -1.465], [1.459, 0.533, 0.157], [-0.773, -0.123, 1.353], [0.363, 1.932, 1.325], [-1.943, 0.169, -1.882], [2.456, 0.641, 1.884], [0.192, 1.346, -2.876], [3.473, -0.039, 0.314], [0.179, -1.573, -0.659], [-0.738, -1.913, 2.344], [-2.011, -1.466, 0.104], [1.097, 2.536, -1.771], [-0.054, -1.266, -2.469], [0.818, -1.482, 1.734], [-2.736, 0.206, 0.185], [-1.262, 0.412, 2.220]]}

Record 6
{"formula": "C9H13N2O", "method": "ωB97M-V/def2-TZVPD", "total_charge": 1, "lumo_ev": [-4.0, -4.1], "multiplicity": 1, "homo_ev": [-11.396, -11.679], "homo_lumo_gap_ev": [7.41, 7.55], "species": ["O", "N", "N", "C", "C", "C", "C", "C", "C", "C", "C", "C", "H", "H", "H", "H", "H", "H", "H", "H", "H", "H", "H", "H", "H"], "xyz": [[-0.090, -2.944, 0.065], [0.896, -2.387, 0.195], [1.672, 0.396, 0.227], [-1.630, -0.796, -1.096], [-3.004, -0.760, -0.894], [1.548, 1.819, -0.232], [-2.527, 0.454, 1.233], [-0.711, -0.229, -0.188], [3.055, -0.240, 0.126], [-1.210, 0.490, 0.947], [0.657, -0.383, -0.535], [-3.423, -0.078, 0.267], [-4.527, 0.084, 0.459], [3.133, -1.190, 0.796], [2.295, 2.309, 0.422], [-2.831, 1.092, 2.108], [-1.137, -1.203, -1.972], [1.577, 0.474, 1.243], [3.223, -0.363, -0.856], [-3.558, -1.118, -1.769], [3.892, 0.289, 0.643], [-0.484, 1.092, 1.603], [0.602, 2.046, 0.047], [1.840, 1.814, -1.213], [0.741, -0.669, -1.624]]}

Short version: energy relative to the best compared isomer or geometry (same formula, charge and spin) = 232.9; 0.0; 35.9; 63.9; 128.9; 139.8 kcal per mole, in the order given.